(1)
{"formula": "C3H8NO", "method": "ωB97M-V/def2-TZVPD", "symbols": ["C", "O", "H", "H", "H", "C", "C", "N", "H", "H", "H", "H", "H"], "xyz": [[1.14, -1.63, -0.35], [1.91, -0.74, 0.44], [1.87, -2.17, -0.96], [0.40, -1.12, -0.95], [0.65, -2.38, 0.30], [-1.17, 0.54, 0.96], [-0.91, 1.46, -0.03], [-0.39, 1.22, -1.25], [-1.30, -0.52, 0.79], [-1.60, 0.89, 1.90], [-1.16, 2.50, 0.24], [-0.72, 1.99, -1.83], [1.30, -0.05, 0.74]], "total_charge": -1, "orbital_gap_ev": 6.3, "e_above_lowest_kj_mol": 80.6, "lumo_energy_ev": 4.45, "spin_multiplicity": 1}



(2)
{"formula": "C3H8NO", "method": "ωB97M-V/def2-TZVPD", "symbols": ["C", "N", "H", "H", "H", "H", "O", "C", "C", "H", "H", "H", "H"], "xyz": [[-1.63, -1.99, -0.84], [-1.91, -0.76, -0.65], [-0.57, -2.18, -0.64], [-2.17, -2.67, -1.49], [-2.63, -0.33, -1.23], [-1.06, -0.10, -0.59], [0.51, 0.04, -0.31], [1.48, 0.66, 0.12], [1.39, 1.55, 1.29], [2.36, 0.54, -0.51], [1.14, 2.60, 1.06], [2.38, 1.49, 1.77], [0.70, 1.13, 2.01]], "total_charge": 1, "orbital_gap_ev": 9.2, "e_above_lowest_kj_mol": 110.4, "lumo_energy_ev": -5.45, "spin_multiplicity": 1}